1.
Density functional theory data (ωB97M-V/def2-TZVPD) for C23H21ClN4O in the gas phase.

Output
Calculated total energy, eV: -44721.615
Gap between HOMO and LUMO, eV: 7.68
M, g mol⁻¹: 404.9
Energy above the lowest of the compared OMol25 structures with the same formula, charge and spin, kcal/mol: 7.5
SMILES: COc1ccc(-c2ccc3nc4c(n3c2)N(c2cc(Cl)ccc2C)CCC4)cn1

CARTESIAN COORDINATES (ANGSTROEM)
C1 3.43 -3.31 -5.64
O1 3.68 -2.34 -4.62
C2 2.77 -2.32 -3.59
C3 2.95 -1.31 -2.65
C4 2.16 -1.30 -1.51
C5 1.10 -2.28 -1.39
C6 0.20 -2.18 -0.23
C7 -0.27 -3.41 0.48
C8 -1.00 -3.24 1.66
C9 -1.27 -1.91 2.20
N1 -1.94 -1.56 3.29
C10 -1.91 -0.15 3.33
C11 -1.20 0.28 2.26
N2 -0.78 -0.81 1.54
C12 -0.04 -0.92 0.34
N3 -0.95 1.63 2.05
C13 -0.91 2.11 0.73
C14 -2.04 1.88 -0.10
C15 -2.03 2.29 -1.43
Cl1 -3.39 1.88 -2.40
C16 -0.89 2.96 -1.91
C17 0.23 3.17 -1.07
C18 0.22 2.78 0.25
C19 1.46 3.00 1.11
C20 -1.31 2.61 3.08
C21 -2.66 2.19 3.70
C22 -2.52 0.79 4.32
C23 0.93 -3.19 -2.41
N4 1.80 -3.25 -3.46
H1 4.23 -3.40 -6.38
H2 2.53 -2.98 -6.15
H3 3.26 -4.31 -5.25
H4 3.78 -0.63 -2.80
H5 2.32 -0.52 -0.80
H6 -0.04 -4.38 0.09
H7 -1.30 -4.11 2.24
H8 0.37 0.04 -0.02
H9 -2.93 1.43 0.32
H10 -0.80 3.25 -2.95
H11 1.08 3.65 -1.53
H12 1.34 3.89 1.73
H13 1.60 2.10 1.76
H14 2.34 3.12 0.47
H15 -0.55 2.65 3.85
H16 -1.28 3.62 2.65
H17 -3.47 2.16 2.97
H18 -2.90 2.88 4.49
H19 -3.51 0.41 4.57
H20 -1.91 0.84 5.19
H21 0.05 -3.84 -2.36

---

2.
Density functional theory data (ωB97M-V/def2-TZVPD) for C2H8ClN2OP as an isolated structure.

Output
Calculated total energy, eV: -29039.679
Gap between HOMO and LUMO (alpha / beta), eV: 8.65 / 8.62
M, g mol⁻¹: 142.5
Energy above the lowest of the compared OMol25 structures with the same formula, charge and spin, kcal/mol: 110.3

CARTESIAN COORDINATES (ANGSTROEM)
C1 2.11 -1.36 0.76
C2 -2.23 0.92 -0.66
N1 1.37 -0.31 0.08
N2 -0.80 0.72 -0.89
O1 -1.27 -2.22 0.90
P1 -0.13 -0.74 -0.50
Cl1 0.33 -1.72 -2.15
H1 1.92 -2.31 0.25
H2 3.17 -1.14 0.73
H3 1.79 -1.49 1.80
H4 -2.40 1.95 -0.34
H5 -2.83 0.71 -1.55
H6 -2.53 0.23 0.13
H7 1.31 0.54 0.63
H8 -0.46 1.11 -1.76

---

3.
Density functional theory data (ωB97M-V/def2-TZVPD) for C26H26N5O3PdSSi as an isolated structure.

Output
Calculated total energy, eV: -63167.202
Gap between HOMO and LUMO, eV: 7.06
M, g mol⁻¹: 623.1
Energy above the lowest of the compared OMol25 structures with the same formula, charge and spin, kcal/mol: 6.6
Net charge: +1

CARTESIAN COORDINATES (ANGSTROEM)
Pd1 -0.02 0.78 -0.33
O1 -4.34 -0.75 6.13
C1 -4.40 -0.70 4.78
O2 -5.42 -0.95 4.21
C2 -3.14 -0.32 4.04
C3 -3.12 -0.60 2.68
C4 -2.01 -0.27 1.91
C5 -0.93 0.35 2.51
C6 -0.94 0.65 3.87
C7 -2.05 0.30 4.63
N1 0.19 0.69 1.66
C8 1.35 0.94 2.12
C9 2.46 1.32 1.22
C10 3.73 1.52 1.71
C11 4.74 1.84 0.80
C12 4.42 1.93 -0.54
C13 3.10 1.71 -0.94
N2 2.14 1.42 -0.08
H1 -3.44 -0.63 6.45
H2 -3.97 -1.09 2.23
H3 -1.95 -0.55 0.87
H4 -0.13 1.17 4.35
H5 -2.05 0.57 5.68
H6 1.56 0.85 3.18
H7 3.93 1.42 2.76
H8 5.75 2.00 1.14
H9 5.18 2.16 -1.28
H10 2.81 1.77 -1.98
N3 -1.13 1.70 -4.15
C14 -0.22 0.73 -4.55
C15 0.15 0.25 -5.81
C16 1.09 -0.75 -5.83
C17 1.65 -1.27 -4.65
C18 1.28 -0.80 -3.41
C19 0.33 0.22 -3.38
N4 -0.23 0.89 -2.31
C20 -1.10 1.75 -2.80
C21 -1.89 2.59 -1.91
C22 -2.91 3.44 -2.20
S1 -3.53 4.10 -0.76
C23 -2.39 3.20 0.15
N5 -1.60 2.46 -0.57
H11 -1.72 2.25 -4.75
H12 -0.28 0.65 -6.72
H13 1.41 -1.15 -6.78
H14 2.37 -2.07 -4.72
H15 1.66 -1.22 -2.49
H16 -3.32 3.70 -3.16
H17 -2.35 3.25 1.22
C24 2.23 -2.19 0.47
Si1 0.40 -2.52 0.19
C25 0.23 -3.99 -0.93
C26 -0.31 -2.97 1.86
O3 -0.34 -1.24 -0.50
H18 2.74 -3.09 0.85
H19 2.39 -1.40 1.21
H20 2.73 -1.89 -0.46
H21 0.70 -4.88 -0.51
H22 0.70 -3.78 -1.90
H23 -0.82 -4.22 -1.12
H24 0.15 -3.90 2.24
H25 -1.39 -3.13 1.81
H26 -0.12 -2.20 2.61

---

4.
Density functional theory data (ωB97M-V/def2-TZVPD) for C34H42N4O3S4TeV as an isolated structure.

Output
Calculated total energy, eV: -124364.199
Gap between HOMO and LUMO (alpha / beta), eV: 5.93 / 5.83
M, g mol⁻¹: 861.5
⟨S²⟩: 3.7579
Energy above the lowest of the compared OMol25 structures with the same formula, charge and spin, kcal/mol: 13.8
2S+1: 4

CARTESIAN COORDINATES (ANGSTROEM)
V1 0.02 0.98 1.16
N1 -3.97 1.34 4.09
C1 -2.80 1.75 3.44
S1 -2.97 2.91 2.21
N2 -1.74 1.12 3.86
N3 -0.55 1.40 3.20
C2 0.36 1.88 3.94
C3 1.70 2.07 3.39
C4 2.72 2.57 4.18
C5 4.00 2.67 3.65
C6 4.21 2.24 2.35
C7 3.13 1.75 1.62
N4 1.90 1.68 2.12
H1 -4.72 2.00 4.01
H2 -3.81 0.98 5.02
H3 0.15 2.17 4.97
H4 2.51 2.87 5.20
H5 4.82 3.06 4.24
H6 5.19 2.26 1.89
H7 3.28 1.36 0.63
O1 0.45 0.69 -0.93
S2 1.83 0.72 -1.55
C8 2.27 2.47 -1.89
C9 1.51 3.25 -2.95
C10 0.06 3.57 -2.58
C11 -0.08 4.66 -1.51
S3 -0.91 4.11 0.02
O2 -0.01 2.98 0.46
C12 -2.40 3.48 -0.77
C13 -2.58 2.15 -1.07
C14 -3.76 1.76 -1.68
C15 -4.74 2.70 -1.99
C16 -4.54 4.03 -1.67
C17 -3.37 4.43 -1.05
C18 1.56 0.18 -3.22
C19 0.27 0.00 -3.69
C20 0.09 -0.45 -4.99
C21 1.19 -0.70 -5.80
C22 2.48 -0.52 -5.32
C23 2.67 -0.08 -4.01
H8 3.33 2.41 -2.14
H9 2.18 2.93 -0.90
H10 1.53 2.69 -3.89
H11 2.06 4.17 -3.13
H12 -0.42 2.65 -2.25
H13 -0.47 3.89 -3.48
H14 -0.65 5.52 -1.86
H15 0.89 5.02 -1.16
H16 -1.83 1.42 -0.83
H17 -3.93 0.71 -1.91
H18 -5.67 2.38 -2.45
H19 -5.31 4.76 -1.89
H20 -3.22 5.47 -0.77
H21 -0.57 0.18 -3.03
H22 -0.91 -0.60 -5.37
H23 1.04 -1.05 -6.82
H24 3.33 -0.73 -5.94
H25 3.67 0.03 -3.61
C24 -1.74 -3.15 1.43
S4 -1.77 -1.53 2.17
C25 -3.54 -1.34 2.23
O3 -1.34 -0.61 1.02
H26 -2.29 -3.84 2.08
H27 -0.71 -3.47 1.34
H28 -2.21 -3.09 0.45
H29 -3.93 -2.06 2.96
H30 -3.95 -1.53 1.24
H31 -3.78 -0.33 2.57
C26 0.22 -7.43 0.03
C27 0.71 -6.05 0.37
C28 0.64 -5.01 -0.54
C29 1.09 -3.72 -0.24
C30 0.96 -2.65 -1.27
C31 1.64 -3.45 1.02
Te1 2.22 -1.48 1.60
C32 1.74 -4.51 1.95
C33 2.31 -4.31 3.33
C34 1.27 -5.77 1.61
H32 -0.21 -7.46 -0.97
H33 -0.54 -7.76 0.73
H34 1.03 -8.16 0.07
H35 0.21 -5.19 -1.53
H36 0.50 -3.03 -2.19
H37 1.94 -2.24 -1.52
H38 0.35 -1.82 -0.89
H39 3.25 -3.76 3.29
H40 2.47 -5.26 3.83
H41 1.63 -3.70 3.94
H42 1.35 -6.57 2.34